No. 1
This record from the Open Molecules 2025 dataset describes a structure of composition CHF3OYb. The level of theory is wB97M-V/def2-TZVPD.

```
7
Properties=species:S:1:pos:R:3:forces:R:3:lowdin_spin:R:1
O 1.070 -1.697 -0.067 -0.7 0.2 0.7 0.6464
Yb 1.689 -1.839 1.904 0.1 0.0 -0.4 0.3761
H 0.179 -1.456 -0.444 0.6 -0.1 -0.3 0.0273
C -0.600 0.989 -0.456 -1.1 1.5 -1.1 0.5446
F 0.321 1.717 0.141 0.5 -0.3 0.2 0.1344
F -1.118 1.643 -1.477 0.6 -0.8 0.6 0.1309
F -1.541 0.643 0.399 0.0 -0.5 0.3 0.1403
```
Positions in Å, forces in eV/Å.

Results
net charge	+2
calculated total energy	-1571.36667	a.u.
HOMO level (alpha / beta)	-17.30 / -21.60	eV
expectation value of S²	2.0229
gap between HOMO and LUMO (alpha / beta)	5.38 / 6.98	eV
spin multiplicity	3

=====

No. 2
This record from the Open Molecules 2025 dataset describes the molecule CHF4NO. The level of theory is wB97M-V/def2-TZVPD.

```
8
Properties=species:S:1:pos:R:3:forces:R:3:lowdin_charge:R:1
C 0.911 0.128 -0.010 0.0 -2.0 2.8 -0.5152
N -1.608 0.213 0.185 1.4 4.0 0.9 0.0111
O -0.107 0.824 0.628 -2.0 -1.9 -1.5 0.0395
F 1.878 -0.258 0.938 -0.3 1.2 0.0 0.0240
F 1.486 0.903 -0.869 0.8 0.8 -1.4 0.1563
F -1.612 -0.996 0.599 0.4 -2.6 0.7 0.0838
F -1.649 0.090 -1.160 0.7 -0.1 -0.3 0.0411
H 0.700 -0.904 -0.311 -1.0 0.6 -1.1 0.1594
```
Positions in Å, forces in eV/Å.

Results
SMILES	FC(F)ON(F)F
calculated total energy	-567.95307	a.u.
HOMO level	-12.44	eV
gap between HOMO and LUMO	12.00	eV
spin multiplicity	1

=====

No. 3
This record from the Open Molecules 2025 dataset describes the molecule CHFIN. The level of theory is wB97M-V/def2-TZVPD.

```
5
Properties=species:S:1:pos:R:3:forces:R:3:lowdin_charge:R:1
C -0.940 0.702 -1.126 -0.2 2.9 -3.5 -0.8595
N 0.082 0.304 -0.675 1.3 -0.7 -0.6 0.1435
F -0.687 1.430 -2.507 -1.2 -1.3 2.7 -0.2360
I -2.884 1.153 -0.587 0.1 -0.3 -0.1 0.8860
H 0.302 -0.351 0.015 -0.1 -0.6 1.5 0.0660
```
Positions in Å, forces in eV/Å.

Results
SMILES	[H]/N=C(/F)I
calculated total energy	-490.96601	a.u.
HOMO level	-10.43	eV
gap between HOMO and LUMO	10.31	eV
spin multiplicity	1

=====

No. 4
This record from the Open Molecules 2025 dataset describes a structure of composition CHFLi2O2. The level of theory is wB97M-V/def2-TZVPD.

```
7
Properties=species:S:1:pos:R:3:forces:R:3:lowdin_charge:R:1
F -2.584 0.105 0.378 0.9 0.4 -0.4 -0.8022
C 1.012 0.054 -1.169 0.1 0.5 0.0 -0.0350
H 1.954 -0.348 -1.596 -0.4 -0.4 -0.1 0.0325
O 0.055 0.315 0.835 0.0 -0.4 0.4 -0.4768
O 1.005 -0.373 0.019 1.0 0.2 0.1 -0.2570
Li -0.987 1.018 -0.718 -0.9 -0.9 1.1 0.7130
Li -0.456 -0.771 2.251 -0.6 0.6 -1.0 0.8254
```
Positions in Å, forces in eV/Å.

Results
calculated total energy	-304.01223	a.u.
HOMO level	-8.52	eV
gap between HOMO and LUMO	7.73	eV
spin multiplicity	1

=====

No. 5
This record from the Open Molecules 2025 dataset describes the molecule CHFN2O3. The level of theory is wB97M-V/def2-TZVPD.

```
8
Properties=species:S:1:pos:R:3:forces:R:3:lowdin_charge:R:1
C -1.259 -0.313 0.015 3.1 1.4 -0.5 -0.4570
N 0.039 0.425 -0.204 -3.4 -0.7 0.2 0.1758
N 1.305 -0.116 -0.007 -1.0 0.3 0.1 -0.4577
O 1.416 -1.296 -0.072 0.1 -1.0 -0.1 0.1343
O -1.424 -1.461 0.091 -0.2 -0.5 0.1 0.2134
O 2.149 0.708 0.193 0.9 0.7 0.1 0.0993
F -2.202 0.621 0.076 0.1 0.1 -0.1 0.1399
H -0.023 1.432 -0.094 0.4 -0.3 0.1 0.1522
```
Positions in Å, forces in eV/Å.

Results
SMILES	O=C(F)N[N+](=O)[O-]
calculated total energy	-473.69703	a.u.
HOMO level	-11.98	eV
gap between HOMO and LUMO	12.03	eV
spin multiplicity	1

=====

No. 6
This record from the Open Molecules 2025 dataset describes the molecule CHFN2O3. The level of theory is wB97M-V/def2-TZVPD.

```
8
Properties=species:S:1:pos:R:3:forces:R:3:lowdin_charge:R:1
C -1.328 0.398 0.018 1.9 0.3 -3.9 -0.6710
N 1.058 0.393 0.160 0.0 1.9 0.8 0.2280
N 0.840 -0.777 0.048 -2.3 0.9 -1.0 -0.2647
O -0.772 -0.756 0.087 0.8 -4.3 0.6 0.0878
O -1.945 0.956 0.800 -2.2 1.9 2.5 0.2461
O 1.291 -1.828 -0.169 0.2 -0.7 0.4 0.1861
F -1.114 0.890 -1.261 -0.5 0.2 0.7 0.0717
H 1.969 0.723 0.317 2.0 -0.2 -0.1 0.1160
```
Positions in Å, forces in eV/Å.

Results
SMILES	[H]/N=[N+](\[O-])OC(=O)F
calculated total energy	-473.64561	a.u.
HOMO level	-11.75	eV
gap between HOMO and LUMO	11.19	eV
spin multiplicity	1

=====

No. 7
This record from the Open Molecules 2025 dataset describes a cluster of 2 separate species, CHFNO2 in total. The level of theory is wB97M-V/def2-TZVPD.

```
6
Properties=species:S:1:pos:R:3:forces:R:3:lowdin_charge:R:1
C 1.885 0.289 0.142 -2.5 0.6 0.4 -0.6855
N -0.013 0.446 0.790 1.2 -2.5 -1.8 -0.0913
O 2.173 -0.839 0.336 0.7 -2.0 0.5 0.0083
O 2.211 1.326 -0.319 0.5 1.3 -0.4 0.0312
F -0.429 1.646 0.162 -0.6 1.0 -0.4 -0.2951
H -0.379 -0.293 0.054 0.7 1.6 1.6 0.0325
```
Positions in Å, forces in eV/Å.

Results
net charge	-1
calculated total energy	-343.78535	a.u.
HOMO level	-3.21	eV
gap between HOMO and LUMO	7.71	eV
spin multiplicity	1

=====

No. 8
This record from the Open Molecules 2025 dataset describes a structure of composition CHI2NO. The level of theory is wB97M-V/def2-TZVPD.

```
6
Properties=species:S:1:pos:R:3:forces:R:3:lowdin_charge:R:1
C -0.370 -0.373 -0.616 0.5 -1.4 0.0 -1.2363
N 0.685 0.511 1.309 3.0 -2.8 2.1 -0.2732
O 1.716 0.122 1.738 -3.4 1.3 -1.5 -0.0504
I 0.535 1.499 -0.783 -0.4 0.2 -2.0 0.9568
I -2.454 -0.470 -0.330 0.3 0.3 0.0 0.6195
H -0.113 -1.289 -1.318 0.1 2.4 1.4 -0.0164
```
Positions in Å, forces in eV/Å.

Results
calculated total energy	-763.88574	a.u.
HOMO level (alpha / beta)	-7.90 / -7.90	eV
gap between HOMO and LUMO (alpha / beta)	6.91 / 6.91	eV
spin multiplicity	1

=====

No. 9
This record from the Open Molecules 2025 dataset describes a cluster of 2 separate species, CHI2O3P in total. The level of theory is wB97M-V/def2-TZVPD.

```
8
Properties=species:S:1:pos:R:3:forces:R:3:lowdin_charge:R:1
C -0.656 0.287 0.723 2.3 0.5 -3.2 -1.3677
O 0.638 -1.982 0.721 -0.2 -0.2 0.9 -0.5125
O -1.815 -2.247 1.336 -0.5 0.1 0.4 -0.5073
O -0.220 -1.042 2.993 0.0 -0.2 1.2 -0.5318
P -0.521 -1.548 1.628 1.5 0.0 -2.7 -0.0958
I -2.667 0.670 0.171 -0.8 0.4 -0.5 0.4574
I -0.011 1.825 2.029 0.4 0.8 0.4 0.4747
H 0.179 0.637 -0.472 -2.7 -1.4 3.5 0.0831
```
Positions in Å, forces in eV/Å.

Results
net charge	-2
calculated total energy	-1201.18834	a.u.
HOMO level	-0.20	eV
gap between HOMO and LUMO	5.21	eV
spin multiplicity	1

=====

No. 10
This record from the Open Molecules 2025 dataset describes a structure of composition CHI2O3S. The level of theory is wB97M-V/def2-TZVPD.

```
8
Properties=species:S:1:pos:R:3:forces:R:3:lowdin_charge:R:1
C 0.529 -0.519 0.424 -1.8 2.8 1.5 -1.1663
O -0.816 -0.603 -1.718 -0.3 1.0 0.9 -0.4281
O 0.406 1.414 -1.285 2.9 3.0 -1.6 -0.3578
O -1.542 1.040 0.032 -0.9 0.0 0.2 -0.4118
S -0.491 0.487 -0.770 -1.1 -4.1 0.3 0.1283
I 1.280 0.975 2.050 -0.3 -1.1 -1.0 0.5115
I -0.764 -1.901 1.263 0.0 -0.8 0.5 0.7752
H 1.399 -0.894 0.003 1.5 -0.9 -0.7 -0.0509
```
Positions in Å, forces in eV/Å.

Results
net charge	-1
calculated total energy	-1258.06512	a.u.
HOMO level	-5.51	eV
gap between HOMO and LUMO	8.20	eV
spin multiplicity	1

=====

No. 11
This record from the Open Molecules 2025 dataset describes a cluster of 2 separate species, CHI3NO2S in total. The level of theory is wB97M-V/def2-TZVPD.

```
9
Properties=species:S:1:pos:R:3:forces:R:3:lowdin_charge:R:1
C -3.133 -1.048 -1.035 0.7 0.0 2.6 -0.4889
N -2.814 -1.093 0.108 2.5 1.9 3.6 0.1692
O 1.584 1.159 -0.769 0.0 0.4 -0.9 -0.7226
O -3.616 -1.215 -2.039 -1.7 -0.3 -4.7 0.1725
S 2.183 0.580 0.392 1.1 0.0 0.3 -0.3367
I 0.257 0.971 1.959 -1.3 0.1 1.1 0.1720
I 3.884 2.315 1.496 -0.2 -0.3 -0.3 0.0686
I 3.819 -1.246 -0.765 0.3 -0.3 -0.2 -0.0773
H -2.164 -0.422 0.654 -1.4 -1.6 -1.4 0.0432
```
Positions in Å, forces in eV/Å.

Results
net charge	-1
calculated total energy	-1535.31550	a.u.
HOMO level (alpha / beta)	-4.68 / -4.68	eV
gap between HOMO and LUMO (alpha / beta)	6.46 / 6.46	eV
spin multiplicity	1

=====

No. 12
This record from the Open Molecules 2025 dataset describes a cluster of 2 separate species, CHINO2P in total. The level of theory is wB97M-V/def2-TZVPD.

```
7
Properties=species:S:1:pos:R:3:forces:R:3:lowdin_charge:R:1
C -2.047 0.525 1.282 0.1 -2.5 -2.9 0.1539
N -1.951 -0.242 0.386 0.6 2.0 2.5 -0.2258
O -1.700 -1.024 -0.496 -0.6 0.3 0.3 -0.0516
O 2.945 0.847 -2.097 -0.3 0.8 -2.0 -0.5828
P 3.135 0.363 -0.765 0.0 -1.1 2.1 0.4018
I 1.732 -1.681 -0.394 0.3 0.4 -0.1 0.2405
H -2.114 1.212 2.084 -0.1 0.1 0.1 0.0640
```
Positions in Å, forces in eV/Å.

Results
SMILES	C#[N+][O-].O=PI
calculated total energy	-882.90147	a.u.
HOMO level	-9.67	eV
gap between HOMO and LUMO	8.46	eV
spin multiplicity	1